# 1
ORCA calculation (ωB97M-V/def2-TZVPD) on C42H38AuN6OP2Te as an isolated structure.

Atoms and positions in Å:
Au1 0.6147 0.6196 0.2011
Te1 -1.6283 -3.6859 1.0054
P1 -1.0041 -0.3324 1.8429
P2 0.9108 -1.6995 0.3262
O1 2.6360 2.2507 -5.7415
N1 -2.4128 3.3799 -0.0765
N2 1.4795 3.8896 -4.6910
N3 -4.5005 -3.4879 4.9354
N4 -3.8373 3.1104 -2.1015
N5 -0.0877 2.6155 -0.0742
N6 2.2209 1.1224 -1.3373
C1 3.5063 0.7969 -1.1908
C2 4.4597 1.1420 -2.1306
C3 -2.8626 -3.5972 2.7006
C4 2.6487 -3.8621 0.6720
C5 -2.3121 -3.6368 3.9733
C6 -0.3308 4.6925 -3.1873
C7 0.4976 -1.0556 4.1241
C8 -0.5595 -2.1134 -2.0016
C9 -0.0552 1.2752 3.8597
C10 -0.5407 -2.0186 1.3207
C11 4.1669 -2.5121 2.5787
C12 0.4351 -2.5461 -4.1464
C13 0.6110 1.5681 5.0366
C14 4.0586 1.8283 -3.2649
C15 2.2678 2.7957 -4.7113
C16 1.1708 -0.7575 5.3018
C17 -0.1204 -0.0419 3.4017
C18 4.4691 -3.8245 2.2420
C19 -3.1788 -3.5724 5.0558
C20 1.2263 0.5507 5.7579
C21 -4.6181 -0.0665 3.7079
C22 2.7236 2.1804 -3.4109
C23 -4.9147 0.6015 1.4085
C24 -2.7532 -0.1033 2.1963
C25 1.8187 -2.4642 -2.1818
C26 3.7136 -4.4978 1.2902
C27 -5.4349 0.3839 2.6759
C28 -3.2765 -0.3081 3.4734
C29 1.8372 1.8050 -2.4175
C30 0.6912 -2.2216 -1.3945
C31 -3.5697 0.3647 1.1678
C32 -0.1473 3.5661 -6.5467
C33 -1.2198 2.9541 -0.1097
C34 1.1548 4.6908 -3.5132
C35 1.0082 4.3839 -5.9893
C36 -3.1556 3.2222 -1.1759
C37 1.6868 -2.6293 -3.5510
C38 3.1049 -1.8692 1.9619
C39 -5.0098 -3.4770 3.7084
C40 -4.2375 -3.5277 2.5545
C41 -0.6862 -2.2868 -3.3715
C42 2.3454 -2.5436 1.0072
H1 2.5643 -2.8168 -4.1551
H2 0.6540 2.5889 5.3914
H3 0.7146 5.4239 -5.8452
H4 -0.9182 5.1180 -4.0006
H5 5.4925 0.8623 -1.9790
H6 1.6490 -1.5500 5.8627
H7 1.7501 0.7815 6.6760
H8 4.7592 -1.9886 3.3172
H9 0.4572 -2.0779 3.7689
H10 2.8644 -0.8430 2.2188
H11 1.4920 5.7134 -3.7042
H12 -1.6606 -2.2041 -3.8336
H13 4.7621 2.0807 -4.0473
H14 -1.2460 -3.7187 4.1327
H15 3.7659 0.2386 -0.2989
H16 -0.5181 5.2893 -2.2938
H17 -0.9868 3.5413 -5.8515
H18 2.8010 -2.5180 -1.7291
H19 -6.0897 -3.4151 3.6367
H20 -0.7064 3.6836 -3.0117
H21 5.2997 -4.3256 2.7211
H22 -0.5296 2.0701 3.2934
H23 3.9549 -5.5194 1.0294
H24 -0.4939 4.0026 -7.4836
H25 -4.7118 -3.4886 1.5829
H26 -5.5457 0.9742 0.6130
H27 -3.1551 0.5633 0.1866
H28 -2.7889 -3.5920 6.0677
H29 -5.0260 -0.2267 4.6972
H30 -1.4366 -1.8646 -1.4163
H31 -2.6357 -0.6396 4.2792
H32 0.7843 2.0459 -2.4840
H33 0.1763 2.5456 -6.7462
H34 2.0593 -4.3893 -0.0687
H35 1.8484 4.3625 -6.6831
H36 0.3360 -2.6721 -5.2160
H37 -6.4813 0.5818 2.8681
H38 1.7349 4.3312 -2.6662

Summary:
- <S²>: 2.011
- Total charge: +1
- Multiplicity: 3
- Lowest unoccupied orbital energy (alpha / beta): -2.73 / -5.04 eV

=====

# 2
ORCA calculation (ωB97M-V/def2-TZVPD) on C42H38BaIN6O3PS3Se2 as an isolated structure.

Atoms and positions in Å:
Ba1 -0.5006 -0.8094 0.7766
I1 -0.3624 -1.2117 -4.5784
Se1 -0.9916 2.1066 1.8771
Se2 -1.8254 0.8877 -1.5489
S1 4.2712 6.8072 -3.9105
S2 -3.2605 -0.8567 2.2342
S3 1.8660 -2.9264 0.7549
P1 -1.6300 2.5362 -0.1525
O1 5.3608 7.4081 -4.6486
O2 2.9591 6.9274 -4.5342
O3 4.2726 7.0833 -2.4833
N1 1.3405 -3.0105 -3.0146
N2 5.2713 4.5382 -5.0324
N3 -1.8294 -3.5718 1.5414
N4 3.9215 4.2726 -3.1049
N5 0.2832 -2.0959 3.3879
N6 1.7777 0.7188 -0.3176
C1 2.0922 -2.8814 4.8318
C2 2.9069 2.7244 -0.9810
C3 2.3706 -3.0660 2.4267
C4 -0.9427 -4.0876 2.5928
C5 -1.5965 -4.2345 0.2630
C6 1.1413 5.7812 -1.8998
C7 -3.2181 -3.6343 1.9556
C8 0.6778 4.7584 -2.7147
C9 2.8728 0.8422 -2.4396
C10 -0.8006 -3.9896 -3.4535
C11 -4.9139 4.8939 -0.8337
C12 4.7690 2.3576 -4.2091
C13 3.6373 -3.6200 2.6954
C14 4.5407 5.0074 -4.0239
C15 -3.6303 4.3661 -0.8858
C16 -0.7744 -3.0675 3.7067
C17 2.1434 0.1694 -1.4755
C18 2.1647 1.9747 -0.0840
C19 -5.2759 -2.6401 2.6685
C20 5.3818 3.2161 -5.1017
C21 -0.4382 -5.1210 -2.7407
C22 0.8185 -5.1821 -2.1617
C23 -0.0982 4.8515 -0.0507
C24 3.2660 2.1537 -2.1947
C25 4.0119 2.9507 -3.2041
C26 1.6715 -4.1027 -2.3226
C27 -0.5517 3.8161 -0.8661
C28 1.6002 -2.6834 3.5420
C29 0.1370 -2.9701 -3.5526
C30 -5.8476 4.3652 0.0453
C31 3.3405 -3.4285 5.0681
C32 -3.2780 3.3114 -0.0501
C33 -4.2163 2.7788 0.8305
C34 -0.1625 3.7781 -2.2030
C35 4.1188 -3.7971 3.9767
C36 -3.8295 -4.8834 2.0467
C37 0.1144 -0.8666 4.1649
C38 -5.1509 -5.0272 2.4322
C39 0.7423 5.8258 -0.5689
C40 -5.8757 -3.8808 2.7429
C41 -5.4969 3.3059 0.8737
C42 -3.9323 -2.4651 2.2785
H1 4.2424 -3.9051 1.8440
H2 1.8315 2.4055 0.8527
H3 -2.2707 -3.8158 -0.4878
H4 -0.4990 2.9589 -2.8266
H5 -1.3367 -5.0288 3.0043
H6 -1.7088 -2.5156 3.8299
H7 0.0290 -4.2973 2.1428
H8 3.6993 -3.5610 6.0814
H9 -5.8391 -1.7478 2.9118
H10 -0.3808 4.8697 0.9949
H11 -1.7771 -3.8861 -3.9035
H12 0.9320 -0.1801 3.9384
H13 5.9914 2.8261 -5.9122
H14 2.6464 -4.0921 -1.8539
H15 -5.1810 5.7200 -1.4815
H16 1.1108 6.6152 0.0754
H17 -1.7583 -5.3241 0.2902
H18 -5.6044 -6.0093 2.4899
H19 0.0968 -1.0327 5.2511
H20 1.1274 -6.0289 -1.5652
H21 -0.5491 -3.5756 4.6564
H22 -2.9021 4.7800 -1.5718
H23 -1.1423 -5.9354 -2.6217
H24 3.0929 0.3453 -3.3752
H25 -3.2484 -5.7679 1.8087
H26 1.8398 6.5080 -2.2944
H27 1.4739 -2.5938 5.6743
H28 -6.8490 4.7775 0.0849
H29 -0.5605 -4.0637 -0.0373
H30 -6.2232 2.8829 1.5567
H31 -3.9446 1.9448 1.4693
H32 4.8831 1.2859 -4.2884
H33 -0.8360 -0.4014 3.8895
H34 3.1677 3.7521 -0.7681
H35 1.8364 -0.8562 -1.6544
H36 5.1053 -4.2218 4.1252
H37 -6.9145 -3.9565 3.0455
H38 1.0058 4.7219 -3.7461

Summary:
- Total charge: -2
- Lowest unoccupied orbital energy: 3.31 eV

=====

| no. | M (g/mol) |
| --- | --- |
| 1 | 1029.3 |
| 2 | 1224.1 |